(1)
46
Properties=species:S:1:pos:R:3 method="wB97M-V/def2-TZVPD" spin_multiplicity=1 homo_ev=-10.90 total_charge=+1 orbital_gap_ev=8.23
Sn -1.1900 -0.0052 0.0259
N -0.5025 -2.3188 -0.8217
C 0.3230 -1.9911 -1.9886
C 1.5361 -1.2185 -1.5010
N 1.1490 0.0353 -0.8164
C 1.4737 1.2883 -1.5346
C 0.2209 1.9840 -2.0362
N -0.6200 2.2885 -0.8723
H -1.3618 -2.7734 -1.1101
H -0.0119 -2.9672 -0.2115
H 0.6467 -2.8747 -2.5419
H -0.2676 -1.3644 -2.6616
H 2.0811 -1.8517 -0.7981
H 2.2021 -1.0075 -2.3382
H 1.6229 0.0598 0.0775
H 1.9859 1.9654 -0.8482
H 2.1467 1.0886 -2.3686
H 0.4924 2.8754 -2.6047
H -0.3362 1.3141 -2.6957
H -0.1566 2.9633 -0.2690
H -1.4952 2.7088 -1.1668
C 0.4946 0.4922 9.2155
C 0.9251 1.2392 7.9502
C 2.4592 1.2885 7.9153
C 0.3772 2.6741 8.0394
C 0.3918 0.5893 6.6739
C -0.3930 -0.5678 6.7014
C -0.9163 -1.1511 5.5518
C -0.6255 -0.5426 4.3546
O -1.0030 -0.8762 3.0690
B -0.4279 0.0780 2.2490
O 0.3066 0.9840 2.9867
C 0.1702 0.5939 4.3064
C 0.6845 1.1772 5.4403
H 0.8985 1.0070 10.0875
H 0.8735 -0.5310 9.2300
H -0.5922 0.4694 9.3108
H 2.8313 1.7247 8.8437
H 2.8247 1.8978 7.0870
H 2.8805 0.2865 7.8165
H 0.7438 3.1574 8.9468
H -0.7140 2.6663 8.0707
H 0.6883 3.2791 7.1874
H -0.6079 -1.0495 7.6428
H -1.5294 -2.0407 5.6069
H 1.3055 2.0602 5.3627

(2)
51
Properties=species:S:1:pos:R:3 method="wB97M-V/def2-TZVPD" spin_multiplicity=1 homo_ev=-11.41 total_charge=+1 orbital_gap_ev=8.35 de_lowest_kcal_mol=0.00
C -1.7732 -2.7732 -2.0855
C -0.6874 -1.7716 -1.6673
C -0.5377 -1.7511 -0.1450
Cl -1.6866 -0.5973 0.5364
C 0.8462 -1.4699 0.3832
N 1.0445 -0.6005 1.3437
C 2.3635 -0.6039 1.5947
N 2.9717 0.1335 2.5084
C 2.3116 1.0391 3.4414
I 0.7420 0.0804 4.5500
C 3.3800 1.6095 4.3709
C 2.8312 2.5016 5.4704
I 4.5302 0.0314 5.3127
N 2.9703 -1.4777 0.7742
N 2.0045 -2.0498 0.0026
C 2.2522 -3.0959 -0.9838
O 1.2673 -4.0742 -0.8985
C 1.4989 -5.0554 0.0382
F 0.4709 -5.8945 0.0084
F 2.6346 -5.6987 -0.2200
F 1.6099 -4.5110 1.2587
H -2.4880 -2.8636 -1.2772
H -2.3186 -2.4276 -2.9486
H -1.3563 -3.7522 -2.2653
H -1.0054 -0.7974 -2.0107
H 0.2398 -1.9849 -2.1758
H -0.8319 -2.7176 0.2433
H 3.9741 0.0755 2.5692
H 1.9013 1.8589 2.8710
H 4.1010 2.1706 3.7922
H 2.0517 3.1522 5.0916
H 2.5159 1.9420 6.3337
H 3.6439 3.1439 5.7890
H 3.9461 -1.7194 0.7537
H 3.2528 -3.4884 -0.8555
H 2.2026 -2.6681 -1.9725
C -4.1239 3.9963 -4.0824
C -3.0858 2.9047 -3.8911
O -2.1599 3.1625 -2.8491
C -2.7072 3.3165 -1.5527
C -3.4536 2.0928 -1.0503
H -3.6388 4.9535 -4.2749
H -4.7683 3.7554 -4.9277
H -4.7605 4.1160 -3.2050
H -2.4835 2.8168 -4.7952
H -3.5709 1.9330 -3.7410
H -3.3438 4.2065 -1.5068
H -1.8543 3.5111 -0.9016
H -4.3249 1.8607 -1.6637
H -3.8008 2.2557 -0.0290
H -2.7977 1.2237 -1.0615

(3)
43
Properties=species:S:1:pos:R:3 method="wB97M-V/def2-TZVPD" spin_multiplicity=5 s_squared=6.018 homo_ev="-14.46 / -15.42" total_charge=+2 orbital_gap_ev="8.14 / 6.01"
C 1.1308 2.6502 -3.3833
C 1.8894 2.4396 -2.2351
C 1.3995 1.6272 -1.2003
C 0.2256 0.8957 -1.4265
C -0.5721 1.1496 -2.5502
C -0.1159 2.0432 -3.5232
C 2.1039 1.5577 0.1114
C 2.4856 2.9614 0.6562
N 1.3860 3.8598 0.9063
Ru -0.1571 -0.7527 -0.2584
C -1.8749 0.4239 -2.6928
P -2.1655 -0.4912 -1.1092
H 2.8712 2.9037 -2.1214
H -0.7523 2.2388 -4.3877
H 1.5158 3.3020 -4.1688
H -1.8664 -0.3178 -3.5089
H -2.7266 1.0987 -2.8655
H 1.5173 0.9938 0.8567
H 3.0485 0.9993 -0.0064
H 2.9872 2.8219 1.6302
C -3.1306 -1.9382 -1.5378
C -3.2381 0.6408 -0.2000
H 3.1771 3.4585 -0.0375
C 1.0149 4.8585 -0.0481
C 0.3558 3.4354 1.8154
H -0.6600 -2.3815 -0.4789
H 0.5489 5.6975 0.4928
H 1.9081 5.2043 -0.5878
H 0.2772 4.4875 -0.7867
H -0.1823 4.3269 2.1694
H -0.3843 2.7608 1.3400
H 0.8045 2.9106 2.6702
H -3.6757 1.3770 -0.8888
H -4.0284 0.0500 0.2833
H -2.6324 1.1532 0.5608
H -3.1767 -2.0475 -2.6289
H -2.6408 -2.8128 -1.0953
H -4.1390 -1.8290 -1.1195
H -1.0180 -2.1736 0.1880
Cl 1.8945 -1.8530 1.5547
C 1.6151 -1.7788 -0.1831
H 2.4318 -1.2348 -0.6617
H 1.4706 -2.7980 -0.5577

(4)
49
Properties=species:S:1:pos:R:3 method="wB97M-V/def2-TZVPD" spin_multiplicity=1 homo_ev=-5.27 total_charge=-1 orbital_gap_ev=7.37
C -1.3950 4.4059 1.4060
C -2.2107 3.1964 2.0696
C -3.2548 2.4798 1.0405
C -4.0449 1.3796 1.8990
C -3.4897 -0.1197 1.7665
C -1.8919 -0.2605 1.7318
C -1.2087 -0.3986 3.1997
C 0.0526 -1.4136 2.9969
C 1.1525 -0.8520 1.9664
C 0.9960 -1.3754 0.4547
C 0.7731 -0.1506 -0.5687
C 2.0259 0.0624 -1.5713
O 2.6196 -0.9235 -2.0535
O 2.4458 1.4169 -1.9008
C 1.7123 1.8806 -3.0542
F 0.7173 0.9082 -3.4858
H -2.0382 5.0966 0.7516
H -0.8729 5.0390 2.2139
H -0.5672 3.9470 0.7608
H -2.8013 3.5163 3.0076
H -1.4274 2.4256 2.4223
H -3.9310 3.3405 0.6701
H -2.6696 2.0437 0.1487
H -5.1264 1.3607 1.4827
H -4.1704 1.6692 3.0113
H -3.9162 -0.7143 0.8888
H -3.8401 -0.6791 2.7184
H -1.6688 -1.2664 1.2049
H -1.3463 0.5344 1.1245
H -0.7927 0.6144 3.5712
H -1.9331 -0.8796 3.9405
H 0.5373 -1.7223 3.9818
H -0.3900 -2.3734 2.5339
H 2.1770 -1.2294 2.3407
H 1.1782 0.2871 2.0729
H 1.9551 -1.9443 0.1693
H 0.1395 -2.1349 0.3514
H 0.6682 0.8324 0.0329
H -0.1826 -0.2516 -1.1866
H 2.4603 2.0095 -3.9109
H 1.1595 2.8435 -2.7839
C 3.8183 -3.4830 -4.0776
F 3.8976 -2.2097 -4.5377
F 4.5964 -3.5257 -2.9663
F 2.5425 -3.6431 -3.6443
S 4.3117 -4.7444 -5.3546
O 5.6931 -4.4145 -5.6928
O 3.3757 -4.5467 -6.4574
O 4.1645 -6.0334 -4.6851

(5)
45
Properties=species:S:1:pos:R:3 method="wB97M-V/def2-TZVPD" spin_multiplicity=6 s_squared=8.796 homo_ev="-14.01 / -16.08" total_charge=+2 orbital_gap_ev="6.74 / 4.97" de_lowest_kcal_mol=165.34
C -0.9137 -2.3505 -1.3723
I 0.5074 2.1727 -0.0635
H -1.7671 -2.2949 -2.1176
H -1.2880 -2.9884 -0.5137
H -0.0973 -2.9555 -1.8697
Ru -0.3939 -0.4567 -0.8211
P -2.1513 -0.2837 0.7059
C -1.7490 -0.7948 2.4527
C -2.8369 1.3800 0.8374
H -3.8160 1.3531 1.3247
H -4.4060 -1.0421 1.0338
H -2.8950 1.8496 -0.1417
H -3.8974 -1.0889 -0.6879
H -0.8304 -0.0895 2.8322
H -2.1881 2.0520 1.4343
C -3.5777 -1.2950 0.3434
H -2.5457 -0.5916 3.1126
H -3.3373 -2.3620 0.4415
H -1.3141 -1.7638 2.4697
P 1.2638 -0.3289 -2.5084
C 2.9665 -0.7629 -1.9746
C 0.9889 -1.3460 -3.9864
H 0.4995 1.8132 -3.3466
H 1.9946 1.2900 -4.2048
H 2.0887 1.9701 -2.5323
C 1.4929 1.3483 -3.2197
H -0.0413 -1.1740 -4.3444
H 1.6959 -1.0826 -4.7985
H 3.6945 -0.6668 -2.8090
H 2.9804 -1.8086 -1.6120
H 1.1039 -2.4155 -3.7435
H 3.2700 -0.0966 -1.1567
C 0.7929 -1.2815 0.4868
O 1.5670 -1.8282 1.1695
F 2.5041 2.9495 4.2227
C 1.7164 2.1653 3.3177
C 0.3898 2.3895 3.3033
C -0.4506 1.7335 2.5371
C 0.1499 0.4357 1.1892
C 1.7641 0.6250 1.5765
C 2.4381 1.3008 2.5568
H -0.0168 3.0729 4.0295
H -1.4877 1.8039 3.0079
H 2.6218 0.1592 0.8874
H 3.5100 1.2847 2.5518

Computed M (g/mol) in order:
396.9 627.6 374.9 381.4 518.3
Computed E_tot (eV) in order:
-29993.71660 -61848.49249 -40786.32164 -46864.99711 -48920.83116